This record from the Open Molecules 2025 dataset describes an isolated ion of composition C12H19N2 and charge +1 in a non-equilibrium geometry. The level of theory is ωB97M-V/def2-TZVPD.

Values from the calculation:
charge	+1
ΔE to the lowest compared entry with this formula, charge and spin	5.052	eV
structure (SMILES)	CC(C)=c1cc(N(C)C)cc/c1=C\[NH3+]
highest occupied orbital energy (spin up / spin down)	-10.067 / -10.068	eV
2S+1	1
lowest unoccupied orbital energy (spin up / spin down)	-3.77 / -3.77	eV

Cartesian coordinates (Å):
1 C 0.086 2.044 -2.451
2 C 0.478 0.619 -2.193
3 C 1.386 0.080 -3.250
4 C 0.184 0.154 -0.967
5 C -0.767 0.702 0.012
6 C -0.770 0.453 1.351
7 N -1.731 0.941 2.147
8 C -1.499 0.952 3.616
9 C -3.026 1.315 1.747
10 C 0.300 -0.464 1.829
11 C 1.026 -1.272 0.986
12 C 0.874 -1.101 -0.458
13 C 1.452 -2.017 -1.265
14 N 2.273 -3.036 -0.587
15 H -0.122 2.082 -3.552
16 H 0.973 2.739 -2.253
17 H -0.821 2.353 -1.809
18 H 2.297 -0.280 -2.788
19 H 1.719 0.780 -4.138
20 H 0.930 -0.781 -3.691
21 H -1.379 1.435 -0.382
22 H -0.497 0.915 3.877
23 H -1.793 1.862 4.047
24 H -1.854 0.044 4.082
25 H -3.657 1.259 2.608
26 H -2.981 2.283 1.450
27 H -3.473 0.685 0.998
28 H 0.182 -0.862 2.788
29 H 1.639 -1.960 1.541
30 H 1.209 -2.223 -2.258
31 H 1.869 -3.096 0.498
32 H 3.215 -2.649 -0.476
33 H 2.279 -3.956 -1.061

Charges in e, computed with Mulliken, in the same order as the atoms:
1 C -1.340
2 C 1.262
3 C -1.633
4 C 0.167
5 C -1.229
6 C 0.650
7 N -0.005
8 C -1.465
9 C -1.271
10 C -0.893
11 C -1.227
12 C 1.428
13 C -0.956
14 N -0.270
15 H 0.389
16 H 0.295
17 H 0.282
18 H 0.485
19 H 0.317
20 H 0.367
21 H 0.631
22 H 0.506
23 H 0.469
24 H 0.446
25 H 0.446
26 H 0.420
27 H 0.398
28 H 0.387
29 H 0.216
30 H 0.606
31 H 0.343
32 H 0.384
33 H 0.393

=====

This record from the Open Molecules 2025 dataset describes a 2-piece molecular cluster, C8H17PSi overall in a non-equilibrium geometry. The level of theory is ωB97M-V/def2-TZVPD.

Values from the calculation:
ΔE to the lowest compared entry with this formula, charge and spin	3.030	eV
highest occupied orbital energy (spin up / spin down)	-8.214 / -8.920	eV
2S+1	1
lowest unoccupied orbital energy (spin up / spin down)	-0.68 / 0.00	eV

Cartesian coordinates (Å):
1 C 1.874 -1.341 0.252
2 C 2.500 -1.469 -1.093
3 C 3.343 -0.124 -1.276
4 C 3.775 0.382 0.126
5 C -2.182 2.218 0.266
6 C -3.772 -0.510 0.133
7 C -1.130 -0.263 1.899
8 C -1.127 -0.152 -1.155
9 Si -2.072 0.342 0.363
10 P 2.285 -0.100 1.356
11 H 3.082 -2.425 -1.171
12 H 1.619 -1.574 -1.745
13 H 4.264 -0.146 -1.758
14 H 2.630 0.458 -1.776
15 H 4.625 -0.062 0.603
16 H 3.814 1.488 0.123
17 H -1.162 2.618 0.230
18 H -2.968 2.599 -0.422
19 H -2.465 2.429 1.302
20 H -4.374 -0.393 1.071
21 H -4.253 -0.107 -0.675
22 H -3.658 -1.558 -0.028
23 H -0.529 0.513 2.288
24 H -1.932 -0.771 2.505
25 H -0.489 -1.149 1.665
26 H -0.217 0.184 -1.594
27 H -1.479 -1.088 -1.490

Charges in e, computed with Mulliken, in the same order as the atoms:
1 C -0.065
2 C -0.415
3 C -0.622
4 C -0.824
5 C -0.958
6 C -1.132
7 C -0.988
8 C -1.018
9 Si 0.457
10 P -0.039
11 H 0.310
12 H 0.236
13 H 0.367
14 H 0.315
15 H 0.396
16 H 0.375
17 H 0.294
18 H 0.288
19 H 0.291
20 H 0.295
21 H 0.365
22 H 0.338
23 H 0.339
24 H 0.319
25 H 0.213
26 H 0.507
27 H 0.355

=====

This record from the Open Molecules 2025 dataset describes a 2-piece molecular cluster, C8H8FNO4S overall in a non-equilibrium geometry. The level of theory is ωB97M-V/def2-TZVPD.

Values from the calculation:
ΔE to the lowest compared entry with this formula, charge and spin	2.361	eV
highest occupied orbital energy (spin up / spin down)	-9.933 / -9.654	eV
2S+1	1
lowest unoccupied orbital energy (spin up / spin down)	-1.04 / -2.35	eV

Cartesian coordinates (Å):
1 C -0.926 -1.640 3.022
2 C -1.385 -0.345 2.819
3 C -0.456 -2.399 1.959
4 C -1.349 0.205 1.549
5 C -0.422 -1.859 0.683
6 C -0.869 -0.566 0.507
7 C 1.165 2.001 -3.472
8 C 0.811 1.142 -0.935
9 N 1.995 0.452 -0.644
10 O 1.930 -0.763 -0.769
11 O 2.988 1.074 -0.323
12 O -1.759 1.244 -1.206
13 O -0.622 -0.712 -2.165
14 F 0.713 2.338 -0.349
15 S -0.760 0.223 -1.094
16 H -0.939 -2.061 4.016
17 H -1.753 0.237 3.647
18 H -0.113 -3.408 2.122
19 H -1.696 1.205 1.344
20 H -0.055 -2.412 -0.166
21 H 1.115 1.011 -3.879
22 H 2.115 2.443 -3.249
23 H 0.272 2.591 -3.419

Charges in e, computed with Mulliken, in the same order as the atoms:
1 C -0.332
2 C -0.599
3 C -0.675
4 C -0.401
5 C -0.072
6 C 0.082
7 C -0.725
8 C 0.065
9 N 1.078
10 O -0.559
11 O -0.604
12 O -0.655
13 O -0.624
14 F -0.252
15 S 1.270
16 H 0.386
17 H 0.395
18 H 0.386
19 H 0.410
20 H 0.440
21 H 0.323
22 H 0.342
23 H 0.320

=====

This record from the Open Molecules 2025 dataset describes C3H6O4Pr as an isolated structure in a non-equilibrium geometry. The level of theory is ωB97M-V/def2-TZVPD.

Values from the calculation:
charge	+2
ΔE to the lowest compared entry with this formula, charge and spin	1.528	eV
highest occupied orbital energy (spin up / spin down)	-15.166 / -18.151	eV
2S+1	4
lowest unoccupied orbital energy (spin up / spin down)	-11.09 / -9.72	eV

Cartesian coordinates (Å):
1 O 2.364 -0.195 -1.267
2 O 4.171 -0.828 -0.081
3 C 3.198 0.020 -0.339
4 O 3.093 1.054 0.380
5 H -1.920 1.717 0.212
6 Pr 1.077 1.795 -0.688
7 O -1.280 1.104 -0.171
8 H 4.042 -1.649 -0.575
9 C -1.711 -0.243 -0.063
10 C -2.958 -0.512 0.660
11 H -1.734 -0.729 1.300
12 H -3.783 -0.833 0.012
13 H -1.223 -0.872 -0.812
14 H -3.335 0.172 1.431

Charges in e, computed with Mulliken, in the same order as the atoms:
1 O -0.716
2 O -0.379
3 C 0.955
4 O -0.679
5 H 0.380
6 Pr 1.723
7 O -0.490
8 H 0.357
9 C 0.192
10 C -0.923
11 H 0.314
12 H 0.373
13 H 0.497
14 H 0.397